The following is a DFT calculation (the ωB97M-V functional and the def2-TZVPD basis) of a molecular structure, C18H39CuInNO2.

The value obtained for the HOMO-LUMO gap (alpha / beta) is 6.04 / 5.39 eV. The value obtained for the HOMO energy (alpha / beta) is -12.1 / -11.9 eV. As for the expectation value of S²: 0.758. Its total energy is -2744.464806 Ha. Its charge is +1. The value obtained for the LUMO energy (alpha / beta) is -6.02 / -6.52 eV. Its multiplicity is 2.

Element x y z (Å)
C (4.41627, -1.21695, 2.64841)
C (3.24730, -0.99164, 1.58736)
C (2.86642, 0.53725, 1.41995)
C (4.14780, 1.38667, 1.06486)
C (3.86240, 2.76197, 0.34597)
C (3.69983, 2.68056, -1.22542)
C (2.50323, 1.77816, -1.71746)
C (2.89143, 0.25781, -1.96502)
C (1.55695, -0.52344, -2.31852)
C (1.40757, -1.92604, -1.58367)
C (-0.01379, -1.98692, -0.87386)
C (-1.15983, -2.32394, -1.91543)
C (-1.96244, -1.02677, -2.39150)
C (-2.83475, -0.57681, -1.15195)
C (-4.01530, 0.39468, -1.53148)
In (-4.73866, 1.26216, 0.48557)
C (-5.07062, -0.28560, 2.08008)
C (-4.04768, -1.48737, 2.10018)
C (-2.53372, -1.04563, 2.25085)
O (-6.58663, 2.24311, 0.15987)
N (-6.32177, 3.58044, 0.30784)
O (-5.83597, 4.01183, -0.69946)
H (4.04231, -1.05850, 3.68867)
H (4.72897, -2.29179, 2.52975)
H (5.32306, -0.60488, 2.42755)
H (3.62042, -1.45634, 0.63435)
H (2.36014, -1.59901, 1.93237)
H (2.01782, 0.65073, 0.69968)
H (2.46547, 0.85624, 2.42911)
H (4.91058, 0.77176, 0.50737)
H (4.64237, 1.63640, 2.04816)
H (3.00934, 3.33060, 0.81554)
H (4.77365, 3.40384, 0.52926)
H (3.46607, 3.72976, -1.56932)
H (4.63436, 2.37655, -1.75914)
H (2.18757, 2.17186, -2.72691)
H (1.58520, 1.85312, -1.06717)
H (3.55363, 0.25401, -2.87297)
H (3.47716, -0.19375, -1.12846)
H (1.53612, -0.68644, -3.42685)
H (0.70397, 0.12053, -1.98509)
H (1.39173, -2.71230, -2.38227)
H (2.25266, -2.16252, -0.89418)
H (-0.18173, -1.00174, -0.34808)
H (0.02262, -2.81653, -0.11345)
H (-0.80266, -2.91567, -2.79244)
H (-1.93756, -2.96723, -1.40730)
H (-2.60446, -1.28068, -3.27704)
H (-1.28911, -0.17565, -2.65413)
H (-2.21239, -0.02968, -0.39098)
H (-3.31119, -1.50221, -0.73259)
H (-3.60299, 1.21717, -2.18705)
H (-4.83844, -0.08366, -2.11979)
H (-3.55096, 2.51745, 0.94892)
H (-6.08744, -0.72628, 1.90576)
H (-4.99453, 0.22363, 3.08311)
H (-4.20808, -2.20459, 1.24908)
H (-4.28854, -2.09237, 3.02317)
H (-2.12919, -1.50080, 3.20862)
H (-2.39433, 0.10470, 2.22475)
H (-1.88940, -1.48573, 1.44046)
Cu (-1.86025, 0.82640, 3.43239)

Force components x, y, z for each atom (eV/Å):
C -0.6 -0.7 -0.8
C 0.6 0.1 0.6
C 0.3 -0.9 0.5
C -0.4 0.6 0.6
C 1.1 -0.1 -0.5
C -1.2 0.5 0.3
C 0.6 -0.2 -0.6
C -0.6 0.8 -0.7
C 1.0 -0.5 0.6
C -1.0 0.3 -0.7
C 0.8 -0.9 -0.4
C -0.8 0.7 0.5
C 0.2 -0.2 0.4
C -1.5 0.5 0.3
C 2.0 -1.2 -3.2
In -0.7 0.7 1.4
C 0.4 -1.2 -0.5
C -0.5 0.2 1.0
C 0.2 -1.7 0.4
O 0.8 -0.2 1.1
N 0.1 -0.4 -2.5
O -0.2 0.4 1.4
H 0.5 0.0 -0.8
H -0.2 1.0 0.4
H -0.9 -0.3 0.3
H -0.5 0.7 0.7
H 0.8 0.6 -0.4
H 0.8 -0.1 0.3
H 0.4 -0.1 -1.0
H -0.9 0.6 0.3
H -0.4 -0.3 -1.0
H 0.6 -0.8 -0.5
H -0.9 -0.5 -0.2
H 0.4 -1.0 0.3
H -0.6 0.1 0.7
H 0.2 -0.4 0.9
H 1.0 0.0 -0.4
H -0.4 -0.1 0.9
H -0.7 0.4 -0.6
H -0.3 0.3 1.0
H 0.6 -0.5 -0.6
H 0.2 0.4 0.8
H -0.8 0.4 -0.4
H 0.0 -1.0 -0.4
H -0.1 0.8 -0.5
H 0.0 0.6 0.7
H 0.8 0.5 -0.5
H 0.5 0.3 0.9
H -0.5 -0.8 0.0
H -0.3 -0.8 -0.7
H 0.7 0.8 0.0
H -0.7 -0.2 1.2
H 0.3 0.4 1.1
H 0.0 -0.4 -0.2
H 0.8 0.6 0.5
H -0.4 -0.2 -1.0
H 0.5 1.0 0.6
H 0.3 0.5 -0.9
H -0.3 0.6 -0.8
H -0.9 -1.2 -1.9
H -0.4 0.9 0.8
Cu 0.4 0.6 1.1

And the Löwdin charges, in e, turn out to be:
1. C -0.11
2. C -0.27
3. C -0.22
4. C -0.22
5. C -0.20
6. C -0.20
7. C -0.22
8. C -0.19
9. C -0.18
10. C -0.18
11. C -0.21
12. C -0.18
13. C -0.16
14. C -0.28
15. C -0.10
16. In 0.81
17. C -0.26
18. C -0.30
19. C -0.12
20. O -0.31
21. N -0.17
22. O -0.04
23. H 0.07
24. H 0.08
25. H 0.07
26. H 0.08
27. H 0.10
28. H 0.08
29. H 0.11
30. H 0.12
31. H 0.11
32. H 0.11
33. H 0.11
34. H 0.11
35. H 0.12
36. H 0.11
37. H 0.10
38. H 0.12
39. H 0.08
40. H 0.12
41. H 0.07
42. H 0.11
43. H 0.09
44. H 0.09
45. H 0.11
46. H 0.12
47. H 0.11
48. H 0.13
49. H 0.11
50. H 0.09
51. H 0.10
52. H 0.10
53. H 0.09
54. H -0.03
55. H 0.06
56. H 0.06
57. H 0.11
58. H 0.11
59. H 0.10
60. H -0.01
61. H 0.09
62. Cu 0.74

---

The following is a DFT calculation (the ωB97M-V functional and the def2-TZVPD basis) of 10 unconnected molecules or ions with the total composition C33H66O12.

The value obtained for the HOMO-LUMO gap is 9.61 eV. The value obtained for the HOMO energy is -9.1 eV. The SMILES is CCCOCC(=O)OC.CC(C)=O.CC(C)=O.CC(C)=O.CC(C)=O.CC(C)=O.CC(C)=O.CC(C)=O.CC(C)=O.CC(C)=O. Its total energy is -2199.823982 Ha. Its charge is 0. The value obtained for the LUMO energy is 0.49 eV.

Element x y z (Å)
C (0.22486, -3.71738, 7.87921)
C (0.67279, -2.74447, 6.77036)
C (-0.36093, -2.47181, 5.68701)
O (-1.52014, -1.83991, 6.23166)
C (-2.67486, -2.64183, 6.23945)
C (-3.65529, -2.08478, 7.26218)
O (-3.34085, -1.36189, 8.16421)
O (-4.96188, -2.40151, 7.06139)
C (-5.26954, -3.69256, 6.52314)
H (-0.70106, -4.24415, 7.63467)
H (0.05498, -3.18495, 8.81746)
H (0.99577, -4.47368, 8.05415)
H (1.58427, -3.11104, 6.28420)
H (0.91085, -1.77689, 7.22617)
H (0.06637, -1.76664, 4.96093)
H (-0.63300, -3.37506, 5.12431)
H (-2.42230, -3.66637, 6.54279)
H (-3.13617, -2.66987, 5.24492)
H (-5.69720, -3.58198, 5.52244)
H (-4.39634, -4.34387, 6.47857)
H (-6.01447, -4.14866, 7.17803)
C (-3.30063, -2.15722, 1.90542)
C (-3.03534, -3.62711, 2.09836)
O (-2.79647, -4.09484, 3.19178)
C (-3.09056, -4.48449, 0.86144)
H (-3.23234, -1.63664, 2.85847)
H (-2.57611, -1.73962, 1.20456)
H (-4.29946, -2.01265, 1.49388)
H (-2.35779, -4.13780, 0.13541)
H (-4.07435, -4.40900, 0.39883)
H (-2.88717, -5.52115, 1.12432)
C (-3.92346, -0.70674, -2.87567)
C (-3.67625, -2.18674, -2.77069)
O (-3.44418, -2.72469, -1.71037)
C (-3.71909, -2.96891, -4.05988)
H (-3.86335, -0.25192, -1.88914)
H (-3.17625, -0.25386, -3.53210)
H (-4.91141, -0.52061, -3.30096)
H (-2.97077, -2.57831, -4.75172)
H (-4.69981, -2.86507, -4.52689)
H (-3.52129, -4.01971, -3.86089)
C (0.52925, -0.27876, -3.29518)
C (-0.05075, 0.55069, -4.41555)
O (-1.19866, 0.41962, -4.77951)
C (0.90376, 1.52040, -5.05118)
H (-0.22121, -0.96814, -2.91130)
H (1.38217, -0.84273, -3.67338)
H (0.87239, 0.36783, -2.48644)
H (1.75084, 0.96767, -5.46101)
H (1.28010, 2.21796, -4.30092)
H (0.40302, 2.07472, -5.84295)
C (4.91319, 2.45698, -6.35027)
C (4.85410, 1.31346, -5.37449)
O (3.87316, 0.60620, -5.27935)
C (6.06834, 1.08411, -4.50909)
H (3.98753, 2.52476, -6.91299)
H (5.07297, 3.39454, -5.81720)
H (5.74318, 2.31666, -7.04389)
H (6.27220, 1.97374, -3.91083)
H (6.93922, 0.88988, -5.13692)
H (5.90314, 0.23364, -3.85136)
C (3.49115, -0.48982, 10.29704)
C (2.25175, -1.27022, 10.66617)
O (2.06365, -2.39104, 10.25780)
C (1.25639, -0.57696, 11.56467)
H (4.12286, -1.09235, 9.64894)
H (3.21296, 0.43007, 9.78014)
H (4.04585, -0.22055, 11.19743)
H (0.90013, 0.33909, 11.09080)
H (1.72912, -0.31052, 12.51167)
H (0.41260, -1.23600, 11.75272)
C (3.64656, 6.86134, -7.16130)
C (4.41412, 6.09317, -8.20713)
O (4.53835, 4.89115, -8.14770)
C (5.02570, 6.89335, -9.33266)
H (3.26052, 6.18107, -6.40889)
H (4.29556, 7.59090, -6.67732)
H (2.81577, 7.39444, -7.62819)
H (5.72615, 7.62745, -8.93108)
H (4.24552, 7.42914, -9.87583)
H (5.54977, 6.22834, -10.01480)
C (1.16555, 9.17763, -4.27476)
C (2.58621, 8.85159, -3.88277)
O (3.13392, 7.84511, -4.26796)
C (3.28772, 9.84352, -2.98768)
H (0.77194, 8.39207, -4.91526)
H (0.54204, 9.26424, -3.38358)
H (1.13355, 10.13052, -4.80574)
H (2.73972, 9.95306, -2.05056)
H (3.33072, 10.82030, -3.47233)
H (4.29702, 9.49829, -2.77791)
C (-8.85287, -1.39915, 2.04363)
C (-7.45517, -1.90122, 2.31339)
O (-6.50879, -1.15254, 2.36220)
C (-7.29605, -3.38919, 2.52294)
H (-8.83453, -0.32014, 1.91274)
H (-9.25138, -1.86840, 1.14253)
H (-9.50865, -1.65250, 2.87817)
H (-7.63662, -3.93118, 1.63900)
H (-7.89828, -3.71328, 3.37347)
H (-6.25046, -3.62451, 2.71192)
C (4.20429, -5.06041, -3.81434)
C (4.59522, -3.60253, -3.75759)
O (5.72393, -3.25896, -3.49723)
C (3.50664, -2.59625, -4.04240)
H (5.06926, -5.68068, -3.59261)
H (3.41541, -5.26428, -3.08844)
H (3.82501, -5.30712, -4.80737)
H (2.69615, -2.71331, -3.32064)
H (3.10671, -2.75133, -5.04611)
H (3.90950, -1.58826, -3.97481)

Force components x, y, z for each atom (eV/Å):
C 0.1 0.0 0.0
C -0.2 0.0 0.1
C 0.1 0.2 -0.2
O -0.1 -0.2 0.1
C 0.3 0.2 0.1
C 0.2 0.4 0.2
O -0.2 -0.2 -0.4
O 0.1 -0.3 0.3
C -0.2 0.1 -0.2
H 0.1 0.0 -0.1
H 0.0 -0.2 -0.1
H -0.1 0.1 0.1
H -0.1 0.1 0.0
H 0.1 -0.1 -0.1
H -0.1 -0.1 0.1
H 0.0 0.0 0.2
H -0.1 0.0 -0.2
H 0.0 -0.2 0.1
H 0.1 0.0 0.1
H -0.1 0.0 0.0
H 0.1 0.1 0.0
C 0.1 0.0 0.2
C 0.0 0.1 -0.1
O 0.0 0.0 0.1
C 0.1 -0.3 0.3
H 0.0 0.0 0.0
H -0.1 0.0 -0.1
H 0.0 0.1 -0.1
H -0.1 0.1 -0.1
H 0.0 0.1 -0.1
H 0.0 0.0 0.0
C 0.1 0.1 0.1
C 0.0 0.1 0.0
O 0.0 0.0 0.0
C 0.0 -0.1 0.1
H 0.0 0.0 0.0
H -0.1 0.0 -0.1
H 0.0 0.0 -0.1
H -0.1 0.1 0.0
H 0.0 0.1 -0.1
H 0.0 0.0 0.0
C -0.3 -0.1 0.0
C 0.1 0.0 0.1
O 0.0 0.0 0.0
C -0.3 0.0 -0.2
H 0.0 0.0 0.0
H 0.1 0.1 0.1
H 0.1 0.0 0.0
H 0.0 0.2 0.1
H 0.1 -0.1 0.0
H 0.0 0.0 0.0
C -0.1 -0.2 0.1
C 0.0 0.0 0.0
O 0.1 -0.1 0.0
C -0.1 -0.1 0.1
H 0.0 0.0 0.0
H 0.1 0.0 0.0
H 0.1 0.1 0.0
H 0.1 0.0 -0.1
H 0.0 0.1 0.0
H 0.0 0.0 0.0
C 0.0 -0.1 -0.1
C 0.0 0.1 0.0
O 0.0 0.0 0.0
C -0.1 -0.1 0.0
H 0.0 0.0 0.0
H 0.0 0.0 0.1
H 0.0 0.1 0.0
H 0.0 0.0 0.0
H 0.0 0.1 0.0
H 0.0 0.0 0.0
C 0.0 -0.2 -0.1
C 0.0 0.0 0.0
O 0.0 0.0 0.0
C 0.0 -0.1 0.0
H 0.0 0.0 0.0
H 0.0 0.1 0.0
H 0.0 0.1 0.0
H -0.1 0.1 0.0
H 0.0 0.1 0.0
H 0.0 0.0 0.0
C 0.0 -0.1 -0.1
C 0.0 0.0 0.0
O 0.0 0.0 0.0
C 0.1 -0.1 0.0
H 0.0 0.0 0.0
H 0.0 0.1 0.0
H 0.0 0.0 0.1
H 0.0 0.1 0.0
H -0.1 0.0 0.0
H 0.0 0.0 0.0
C 0.1 0.1 0.0
C 0.0 0.0 0.0
O 0.0 0.0 0.0
C 0.1 0.1 0.0
H 0.0 0.0 0.0
H 0.0 -0.1 0.0
H 0.0 -0.1 0.0
H -0.1 0.0 0.0
H -0.1 0.0 0.0
H 0.0 0.0 0.0
C 0.2 0.0 0.0
C -0.1 0.0 0.0
O 0.0 0.0 0.0
C 0.2 0.1 0.1
H 0.0 0.0 0.0
H -0.1 0.0 -0.1
H -0.1 0.0 0.0
H -0.1 -0.1 -0.1
H -0.1 0.0 0.0
H 0.0 0.0 0.0

Löwdin atomic charge list, values in e, 99 entries:
1. C -0.09
2. C -0.22
3. C -0.22
4. O -0.12
5. C -0.15
6. C -0.45
7. O 0.14
8. O -0.03
9. C -0.05
10. H 0.06
11. H 0.06
12. H 0.07
13. H 0.11
14. H 0.10
15. H 0.12
16. H 0.12
17. H 0.12
18. H 0.11
19. H 0.08
20. H 0.09
21. H 0.09
22. C -0.01
23. C -0.50
24. O 0.05
25. C -0.03
26. H 0.08
27. H 0.09
28. H 0.07
29. H 0.07
30. H 0.08
31. H 0.08
32. C -0.02
33. C -0.49
34. O 0.05
35. C -0.02
36. H 0.08
37. H 0.06
38. H 0.09
39. H 0.08
40. H 0.08
41. H 0.08
42. C -0.01
43. C -0.49
44. O 0.05
45. C -0.02
46. H 0.08
47. H 0.06
48. H 0.09
49. H 0.06
50. H 0.09
51. H 0.08
52. C -0.03
53. C -0.48
54. O 0.04
55. C -0.01
56. H 0.08
57. H 0.09
58. H 0.09
59. H 0.09
60. H 0.09
61. H 0.08
62. C -0.03
63. C -0.50
64. O 0.06
65. C -0.02
66. H 0.08
67. H 0.08
68. H 0.08
69. H 0.09
70. H 0.08
71. H 0.08
72. C -0.03
73. C -0.49
74. O 0.06
75. C -0.02
76. H 0.08
77. H 0.08
78. H 0.09
79. H 0.08
80. H 0.08
81. H 0.08
82. C -0.02
83. C -0.50
84. O 0.06
85. C -0.02
86. H 0.08
87. H 0.09
88. H 0.09
89. H 0.09
90. H 0.09
91. H 0.08
92. C -0.02
93. C -0.50
94. O 0.07
95. C -0.02
96. H 0.08
97. H 0.08
98. H 0.09
99. H 0.09